Here is one molecule with the formula C6H10O3 at a distorted geometry from the OMol25 dataset. Energies are from ωB97M-V/def2-TZVPD.

The geometry in XYZ format:
```
19
Properties=species:S:1:pos:R:3
C -0.63073 -1.17212 1.38596
C 0.10324 1.17590 1.06579
C -0.24320 1.59169 -0.49470
C 0.14535 0.56687 -1.62504
C -0.03183 -0.90318 -1.07135
C 0.49665 -1.32088 0.24277
H -1.62478 -1.39932 1.07349
H -0.53276 -1.73249 2.25464
H -0.01269 2.08738 1.71892
H -1.31169 1.50663 -0.32809
H 0.18439 2.75887 -0.69924
H -0.41859 0.91990 -2.38005
H 1.26871 0.66885 -1.94789
H 0.31028 -1.98859 -1.76268
H -1.30925 -1.07106 -1.09382
H 1.13346 -2.28908 0.39425
O -0.68765 0.26034 1.73944
O 1.64021 -0.56074 0.59076
O 1.52087 0.90106 0.93685
```

Output
Spin multiplicity: 1
Energy in a.u.: -460.086384
Net charge: 0
SMILES: C1C[C@@H]2CO[C@H](C1)OO2
HOMO in eV: -9.07
Kohn-Sham gap in eV: 9.848
LUMO level in eV: 0.78

The net atomic charges from Mulliken, expressed in e, are: number 1, C, carries -0.61; number 2, C, carries -0.03; number 3, C, carries -0.56; number 4, C, carries -0.71; number 5, C, carries -0.63; number 6, C, carries 0.27; number 7, H, carries 0.35; number 8, H, carries 0.32; number 9, H, carries 0.41; number 10, H, carries 0.32; number 11, H, carries 0.30; number 12, H, carries 0.48; number 13, H, carries 0.25; number 14, H, carries 0.19; number 15, H, carries 0.24; number 16, H, carries 0.42; number 17, O, carries -0.43; number 18, O, carries -0.33; number 19, O, carries -0.24

=====

Here is a 2-piece molecular cluster, C6H10O3 overall from the OMol25 dataset. Energies are from ωB97M-V/def2-TZVPD.

The geometry in XYZ format:
```
19
Properties=species:S:1:pos:R:3
C -2.20297 -0.76735 -0.43718
C 0.18345 -1.28144 -0.10718
O -0.87906 -0.28929 -0.64084
O -0.18076 -2.07067 0.79878
H 0.52204 -1.73489 -1.07023
H -2.40214 -1.64045 -1.06841
H -2.36338 -1.05000 0.60459
H -2.89920 0.02662 -0.71604
C 1.72673 0.78611 -0.47473
C 1.40490 -0.26084 0.37158
C -0.82914 1.92165 -0.30193
C 1.96369 -0.52824 1.56719
O -1.17492 2.22763 0.79366
H -1.43117 1.99894 -1.22051
H 2.21940 1.67804 -0.10367
H 1.64644 0.66232 -1.54855
H 0.28879 1.66972 -0.52241
H 2.81031 0.03044 1.94688
H 1.59699 -1.37833 2.12901
```

Output
Spin multiplicity: 1
Energy in a.u.: -460.119917
Net charge: 0
HOMO (spin up / spin down) in eV: -7.94 / -9.18
Kohn-Sham gap (spin up / spin down) in eV: 5.531 / 7.425
LUMO level (spin up / spin down) in eV: -2.41 / -1.75

The net atomic charges from Mulliken, expressed in e, are: number 1, C, carries -0.81; number 2, C, carries 0.28; number 3, O, carries -0.29; number 4, O, carries -0.65; number 5, H, carries 0.25; number 6, H, carries 0.30; number 7, H, carries 0.34; number 8, H, carries 0.26; number 9, C, carries -0.84; number 10, C, carries 0.74; number 11, C, carries 0.29; number 12, C, carries -1.04; number 13, O, carries -0.44; number 14, H, carries 0.34; number 15, H, carries 0.38; number 16, H, carries 0.37; number 17, H, carries -0.11; number 18, H, carries 0.32; number 19, H, carries 0.30

=====

Here is a 2-piece molecular cluster, C6H10O3 overall at a distorted geometry from the OMol25 dataset. Energies are from ωB97M-V/def2-TZVPD.

The geometry in XYZ format:
```
19
Properties=species:S:1:pos:R:3
C 1.76817 0.63201 0.08127
C 1.38068 -0.61290 -0.46420
C -2.00898 -0.56246 1.34369
C -1.16181 0.38970 0.52501
C -0.75105 -0.04528 -0.94177
C -0.68474 0.95082 -1.89193
O 3.02938 0.86564 0.50690
O 1.39144 -1.67571 0.45752
O -0.85113 1.46832 0.98309
H 3.45038 0.00582 0.66858
H 0.60708 -1.59149 1.01442
H 1.25153 1.57317 -0.03547
H 2.01456 -0.97312 -1.27686
H -1.49317 -0.81588 -1.17138
H -1.75390 -0.45281 2.39626
H -3.06605 -0.31410 1.23625
H -1.85350 -1.60518 1.06764
H 0.28282 1.32319 -2.19321
H -1.55168 1.44027 -2.30583
```

Output
Spin multiplicity: 1
Energy in a.u.: -460.100418
Net charge: 0
SMILES: C=CC(C)=O.O/C=C\O
HOMO (spin up / spin down) in eV: -7.92 / -7.28
Kohn-Sham gap (spin up / spin down) in eV: 7.933 / 7.110
LUMO level (spin up / spin down) in eV: 0.01 / -0.17

The net atomic charges from Mulliken, expressed in e, are: number 1, C, carries -0.03; number 2, C, carries -0.33; number 3, C, carries -1.33; number 4, C, carries 0.74; number 5, C, carries 0.00; number 6, C, carries -1.03; number 7, O, carries -0.49; number 8, O, carries -0.48; number 9, O, carries -0.54; number 10, H, carries 0.33; number 11, H, carries 0.34; number 12, H, carries 0.39; number 13, H, carries 0.32; number 14, H, carries 0.37; number 15, H, carries 0.33; number 16, H, carries 0.37; number 17, H, carries 0.38; number 18, H, carries 0.29; number 19, H, carries 0.35

=====

Here is one molecule with the formula C6H10O3 at a distorted geometry from the OMol25 dataset. Energies are from ωB97M-V/def2-TZVPD.

The geometry in XYZ format:
```
19
Properties=species:S:1:pos:R:3
C -2.23313 -0.54220 -0.93384
C -1.08072 -0.34493 0.01306
C -1.40854 -0.56970 1.46296
O 2.12647 2.52433 0.00933
C 2.22402 1.35445 -0.28012
O 3.05221 0.89880 -1.21259
C 1.36313 0.26226 0.35520
C 0.08647 0.15583 -0.43084
H -1.95895 -0.31486 -1.97177
H -2.59270 -1.58172 -0.88123
H -3.08109 0.09898 -0.64631
H -1.94083 -1.52480 1.58643
H -0.52534 -0.57641 2.11188
H -2.08842 0.22130 1.81775
H 1.17000 0.58890 1.38721
H 0.18544 0.44335 -1.48196
H 3.48721 1.64521 -1.64901
O 1.95070 -1.03571 0.32974
H 1.26409 -1.70310 0.41411
```

Output
Spin multiplicity: 1
Energy in a.u.: -460.331849
Net charge: 0
SMILES: CC(C)=C[C@@H](O)C(=O)O
HOMO in eV: -9.51
Kohn-Sham gap in eV: 10.248
LUMO level in eV: 0.74

The net atomic charges from Mulliken, expressed in e, are: number 1, C, carries -1.32; number 2, C, carries 1.12; number 3, C, carries -1.19; number 4, O, carries -0.58; number 5, C, carries 0.19; number 6, O, carries -0.42; number 7, C, carries 0.56; number 8, C, carries -1.06; number 9, H, carries 0.34; number 10, H, carries 0.33; number 11, H, carries 0.31; number 12, H, carries 0.34; number 13, H, carries 0.32; number 14, H, carries 0.31; number 15, H, carries 0.27; number 16, H, carries 0.23; number 17, H, carries 0.35; number 18, O, carries -0.52; number 19, H, carries 0.40

=====

Here is one molecule with the formula C6H10O3S at a distorted geometry from the OMol25 dataset. Energies are from ωB97M-V/def2-TZVPD.

The geometry in XYZ format:
```
20
Properties=species:S:1:pos:R:3
C 0.66322 -1.98836 -0.00221
C 0.17604 1.66272 -0.92427
C 1.52278 0.96354 -1.09704
C 0.46027 -0.81932 0.84582
C -0.89999 0.07355 0.50139
C -2.13802 -0.71971 0.60918
O 1.71899 -2.38943 -0.39291
O 1.77379 1.36952 1.57490
O -0.87318 0.64893 -0.79660
S 2.02810 0.34840 0.59538
H -0.22311 -2.54877 -0.22502
H 0.08072 2.59204 -0.35770
H -0.05169 1.80041 -2.01788
H 1.32575 0.17442 -1.82139
H 2.30420 1.60492 -1.49488
H 0.54922 -0.91022 1.98463
H -0.94636 0.87141 1.29194
H -2.13109 -1.67782 1.21113
H -2.40165 -0.92927 -0.49120
H -2.93795 -0.12699 1.00673
```

Output
Spin multiplicity: 1
Energy in a.u.: -858.427066
Net charge: 0
HOMO in eV: -8.87
Kohn-Sham gap in eV: 9.427
LUMO level in eV: 0.56

The net atomic charges from Mulliken, expressed in e, are: number 1, C, carries -0.20; number 2, C, carries -0.51; number 3, C, carries -0.70; number 4, C, carries -0.19; number 5, C, carries 0.33; number 6, C, carries -1.36; number 7, O, carries -0.46; number 8, O, carries -0.59; number 9, O, carries -0.39; number 10, S, carries 0.40; number 11, H, carries 0.39; number 12, H, carries 0.35; number 13, H, carries 0.32; number 14, H, carries 0.36; number 15, H, carries 0.46; number 16, H, carries 0.47; number 17, H, carries 0.34; number 18, H, carries 0.30; number 19, H, carries 0.31; number 20, H, carries 0.37

=====

Here is one molecule with the formula C6H10O3S at a distorted geometry from the OMol25 dataset. Energies are from ωB97M-V/def2-TZVPD.

The geometry in XYZ format:
```
20
Properties=species:S:1:pos:R:3
C -2.99938 0.44584 -0.42617
C -1.90677 -0.27790 0.17586
C -1.18900 -1.07509 -0.73323
C 0.16903 -1.42758 -0.21983
C 0.68171 1.35779 0.76020
C 0.26088 2.27942 -0.13747
H -3.36556 -0.03694 -1.36451
H -2.61859 1.24277 -0.98556
H -3.89204 0.75129 0.08639
H -1.84951 -1.98396 -0.83567
H -1.32861 -0.47436 -1.62742
H 0.20379 -2.08943 0.83549
H 0.77495 -2.17485 -0.80822
H 0.51868 1.40640 1.82021
H 0.28458 2.07690 -1.17306
H -0.21756 3.29736 0.10588
O -1.87290 -0.43863 1.42258
O 1.79173 0.18674 -1.32854
O 2.44473 -0.66184 0.81027
S 1.40516 -0.15751 0.01224
```

Output
Spin multiplicity: 1
Energy in a.u.: -858.414518
Net charge: 0
SMILES: C=CS(=O)(=O)CCC(C)=O
HOMO in eV: -10.20
Kohn-Sham gap in eV: 10.553
LUMO level in eV: 0.35

The net atomic charges from Mulliken, expressed in e, are: number 1, C, carries -1.60; number 2, C, carries 0.96; number 3, C, carries -0.38; number 4, C, carries -0.90; number 5, C, carries -0.31; number 6, C, carries -0.60; number 7, H, carries 0.39; number 8, H, carries 0.39; number 9, H, carries 0.38; number 10, H, carries 0.28; number 11, H, carries 0.40; number 12, H, carries 0.32; number 13, H, carries 0.43; number 14, H, carries 0.39; number 15, H, carries 0.35; number 16, H, carries 0.23; number 17, O, carries -0.61; number 18, O, carries -0.66; number 19, O, carries -0.68; number 20, S, carries 1.22

=====

Question: Which value of net charge does entry 3 give?
Answer: 0

=====

Question: energy of number 3 (C6H10O3)?
Answer: -460.100418 a.u.

=====

Question: Which value of spin multiplicity does entry 4 give?
Answer: 1